Record 1
The following is a DFT calculation (ωB97M-V/def2-TZVPD) of a 7-piece molecular cluster, C27H78N12O13P4 overall in a non-equilibrium geometry.

The calculation puts the HOMO energy at -8.381 eV. The total charge is 0. Its SMILES is CN(C)P(=O)(N(C)C)N(C)C.CN(C)P(=O)(N(C)C)N(C)C.CN(C)P(=O)(N(C)C)N(C)C.CCOP(=O)(OCC)OCC.C[N+](=O)[O-].C[N+](=O)[O-].C[N+](=O)[O-]. As for the orbital gap: 8.337 eV. The value obtained for the total energy is -4075.9071 Ha. The LUMO energy comes out at -0.043 eV. Its relative energy (zero: lowest compared OMol25 entry of this formula, charge and spin) is 0.00 kcal/mol.

Geometry (Å):
O 10.37 -0.14 1.90
P 10.52 0.92 2.92
N 9.22 1.18 3.98
C 9.26 2.38 4.93
C 8.47 0.09 4.55
N 10.94 2.39 2.18
C 9.90 3.10 1.52
C 12.31 2.59 1.57
N 11.85 0.66 3.93
C 12.85 -0.43 3.65
C 12.41 1.72 4.80
H 9.83 2.17 5.83
H 8.24 2.62 5.23
H 9.75 3.27 4.52
H 7.47 0.28 4.93
H 9.13 -0.25 5.35
H 8.38 -0.72 3.83
H 9.00 2.50 1.70
H 9.70 4.13 1.80
H 10.00 3.01 0.44
H 12.33 3.66 1.36
H 13.01 2.25 2.33
H 12.37 2.08 0.62
H 13.88 -0.10 3.79
H 12.71 -1.22 4.40
H 12.70 -0.94 2.69
H 11.84 2.64 4.62
H 13.42 2.00 4.53
H 12.43 1.55 5.88
O -9.59 -0.79 -0.80
P -9.36 -0.91 0.69
N -8.24 0.10 1.38
C -7.14 0.59 0.58
C -7.91 0.08 2.73
N -8.82 -2.50 1.13
C -7.50 -3.01 0.61
C -9.86 -3.56 1.12
N -10.83 -0.46 1.49
C -12.06 0.19 0.90
C -10.90 -0.33 2.97
H -6.72 1.51 0.97
H -7.54 0.95 -0.37
H -6.40 -0.18 0.35
H -6.88 0.39 2.88
H -8.02 -0.94 3.09
H -8.57 0.70 3.35
H -7.46 -3.13 -0.47
H -6.68 -2.40 0.98
H -7.18 -3.99 0.97
H -10.57 -3.50 1.94
H -10.50 -3.59 0.24
H -9.40 -4.52 1.36
H -12.34 1.15 1.32
H -12.00 0.30 -0.18
H -12.89 -0.50 1.05
H -10.20 -0.98 3.48
H -11.84 -0.73 3.37
H -10.86 0.71 3.29
O 1.19 1.13 -2.28
P 1.85 1.07 -3.55
N 3.42 0.47 -3.36
C 4.27 1.25 -2.44
C 3.59 -0.94 -3.23
N 1.96 2.64 -4.33
C 3.22 3.05 -5.05
C 0.79 3.47 -4.57
N 1.23 0.07 -4.84
C 1.37 0.36 -6.30
C 0.02 -0.72 -4.66
H 4.18 0.77 -1.47
H 3.87 2.26 -2.37
H 5.34 1.31 -2.65
H 3.39 -1.40 -2.26
H 4.66 -0.98 -3.44
H 3.19 -1.45 -4.11
H 3.73 2.24 -5.57
H 3.14 3.99 -5.61
H 4.02 3.29 -4.35
H 1.01 4.16 -5.38
H -0.05 2.77 -4.67
H 0.46 3.92 -3.64
H 2.36 0.72 -6.59
H 1.22 -0.53 -6.91
H 0.74 1.20 -6.59
H -0.51 -0.36 -3.79
H 0.26 -1.79 -4.67
H -0.61 -0.50 -5.52
C -6.58 -3.19 -8.36
N -6.43 -2.73 -6.96
O -6.57 -3.67 -6.13
O -6.10 -1.54 -6.76
H -7.66 -3.05 -8.50
H -6.17 -4.18 -8.55
H -6.00 -2.42 -8.87
C 2.25 10.57 -8.24
N 1.48 10.79 -9.50
O 1.95 11.45 -10.40
O 0.40 10.24 -9.52
H 2.09 9.60 -7.79
H 1.84 11.27 -7.51
H 3.26 10.86 -8.53
C -4.01 3.57 -8.74
N -5.17 4.29 -9.38
O -5.56 5.35 -8.91
O -5.71 3.70 -10.35
H -2.98 3.92 -8.88
H -4.02 2.49 -8.86
H -4.26 3.60 -7.68
C -4.23 -3.52 8.09
C -2.95 -4.36 7.56
O -3.29 -4.84 6.26
P -2.20 -5.66 5.42
O -2.70 -6.19 4.12
O -0.91 -4.65 5.36
C -0.81 -3.71 4.31
C -1.88 -2.60 4.48
O -1.75 -6.77 6.53
C -0.54 -7.42 6.25
C 0.41 -6.99 7.43
H -4.45 -2.47 7.88
H -5.12 -4.05 7.73
H -4.30 -3.51 9.17
H -2.00 -3.81 7.60
H -2.80 -5.19 8.25
H 0.22 -3.40 4.51
H -0.78 -4.26 3.37
H -1.76 -1.90 3.65
H -2.92 -2.89 4.37
H -1.73 -2.02 5.38
H -0.72 -8.50 6.25
H -0.10 -7.22 5.27
H 1.14 -7.78 7.63
H 0.86 -6.01 7.24
H -0.12 -6.72 8.35

Record 2
The following is a DFT calculation (ωB97M-V/def2-TZVPD) of one molecule with the formula C4H10N2O in a non-equilibrium geometry.

The calculation puts the HOMO energy at -8.415 eV. The total charge is 0. Its SMILES is C/C(=N/N)[C@H](C)O. As for the orbital gap: 8.855 eV. The value obtained for the total energy is -342.9707 Ha. The LUMO energy comes out at 0.440 eV. Its relative energy (zero: lowest compared OMol25 entry of this formula, charge and spin) is 144.81 kcal/mol.

Geometry (Å):
C 1.27 0.02 1.09
C 0.49 -0.61 -0.03
C -0.93 0.05 -0.23
C -2.03 -0.75 -0.01
H 2.54 -0.21 1.07
H 1.20 1.14 1.03
H 1.15 -0.17 2.35
H 0.24 -1.65 0.26
H 0.99 -1.47 -1.82
H -2.91 -0.23 0.36
H -2.02 -1.39 -1.02
H -1.60 -1.35 0.97
H 0.17 2.83 -0.97
H 0.71 1.20 -1.27
N -0.97 1.41 -0.16
N 0.32 1.91 -0.40
O 1.36 -0.72 -1.20

Record 3
The following is a DFT calculation (ωB97M-V/def2-TZVPD) of a 2-piece molecular cluster, C5H13ClNO2P overall in a non-equilibrium geometry.

The calculation puts the HOMO energy at -9.789 eV. The total charge is 0. Its SMILES is N[P@H](=O)OCCl.C=C(C)C. As for the orbital gap: 10.599 eV. The value obtained for the total energy is -1205.0809 Ha. The LUMO energy comes out at 0.809 eV. Its relative energy (zero: lowest compared OMol25 entry of this formula, charge and spin) is 22.92 kcal/mol.

Geometry (Å):
C -0.04 1.61 -0.51
C -0.07 2.63 -2.72
C -1.04 0.26 -2.30
C 0.74 -0.95 3.72
C -0.25 1.50 -1.76
N 0.39 -1.84 -0.02
O -1.31 -1.74 2.01
O 1.20 -1.30 2.41
P 0.06 -2.20 1.63
Cl 0.36 -2.44 4.67
H 0.65 2.33 -0.07
H -0.04 0.72 0.15
H -0.20 -1.13 -0.52
H 0.22 3.63 -2.15
H -0.91 2.72 -3.37
H 0.88 2.41 -3.36
H -1.80 0.39 -3.19
H -0.39 -0.60 -2.46
H -1.65 -0.11 -1.47
H 1.59 -0.41 4.13
H -0.06 -0.24 3.54
H 1.39 -1.71 -0.15
H 0.29 -3.53 1.80

Record 4
The following is a DFT calculation (ωB97M-V/def2-TZVPD) of a 2-piece molecular cluster, C4H10NO2 overall.

The calculation puts the HOMO energy at -3.901 eV. The total charge is -1. As for the orbital gap: 8.100 eV. The value obtained for the total energy is -363.6571 Ha. The LUMO energy comes out at 4.199 eV. Its relative energy (zero: lowest compared OMol25 entry of this formula, charge and spin) is 42.26 kcal/mol.

Geometry (Å):
C 2.17 0.87 2.01
C 1.21 0.65 1.09
O 0.83 -0.57 0.74
C 0.49 1.79 0.40
H 2.43 1.87 2.32
H 2.70 0.05 2.47
H 0.31 -0.55 -0.22
H 0.65 2.73 0.92
H 0.86 1.88 -0.62
H -0.57 1.55 0.32
N -2.50 -1.57 -1.13
C -1.05 -1.65 -1.49
O -0.37 -0.49 -1.38
H -2.95 -0.97 -1.81
H -2.54 -1.08 -0.24
H -0.64 -2.46 -0.87
H -1.05 -2.06 -2.53

Record 5
The following is a DFT calculation (ωB97M-V/def2-TZVPD) of a 3-piece molecular cluster, C4H7I2N overall in a non-equilibrium geometry.

The calculation puts the HOMO energy at -8.995 eV. The total charge is 0. As for the orbital gap: 9.425 eV. The value obtained for the total energy is -806.6542 Ha. The LUMO energy comes out at 0.430 eV. Its relative energy (zero: lowest compared OMol25 entry of this formula, charge and spin) is 32.77 kcal/mol.

Geometry (Å):
C 1.29 2.35 -1.49
C -0.17 -1.67 1.68
C -1.25 -0.56 -0.22
C -0.58 -0.45 0.91
N 0.38 3.05 -1.42
I 2.46 -0.95 -1.71
I -0.51 1.44 1.84
H 1.80 0.56 -2.00
H -0.56 -1.85 2.64
H -0.48 -2.54 1.08
H 0.91 -1.61 1.65
H -1.34 -1.55 -0.55
H -1.44 0.31 -0.97
H -0.51 3.47 -1.45

Record 6
The following is a DFT calculation (ωB97M-V/def2-TZVPD) of C7H9Cl2O2P as an isolated structure in a non-equilibrium geometry.

The calculation puts the HOMO energy (spin up / spin down) at -7.071 / -7.072 eV. The total charge is 0. As for the orbital gap (spin up / spin down): 6.010 / 6.012 eV. The value obtained for the total energy is -1684.1236 Ha. The LUMO energy (spin up / spin down) comes out at -1.061 / -1.061 eV.

Geometry (Å):
C -0.91 -0.16 0.84
C -1.51 2.41 -0.53
C -1.13 0.08 2.13
C -1.99 2.78 0.64
C -1.69 -0.89 -0.10
C 2.31 -2.13 -1.17
C 2.51 -0.66 -0.65
O 0.39 0.18 0.41
O -0.78 2.03 -1.36
P 0.99 0.40 -1.05
Cl -3.24 -0.29 -0.70
Cl -0.82 -1.17 -1.51
H -0.26 0.53 2.70
H -1.97 -0.21 2.65
H -2.95 3.31 0.68
H -1.59 2.23 1.48
H 1.33 -2.46 -0.91
H 2.55 -2.05 -2.28
H 3.06 -2.88 -0.78
H 3.42 -0.27 -0.96
H 2.31 -0.77 0.46